The following is a quantum chemistry calculation of a structure of composition C12H5AuNO9, from OMol25.

Structure (XYZ):
```
28
C12H5AuNO9 | OMol25 | wB97M-V/def2-TZVPD
Au 1.361 -0.410 -1.578
O -1.995 -0.222 1.269
C -0.896 -0.415 0.601
O -0.834 -0.761 -0.570
C 0.345 -0.158 1.416
C 0.328 0.066 2.784
C 1.540 0.297 3.416
C 2.711 0.307 2.669
C 2.632 0.081 1.303
N 1.467 -0.148 0.715
C 3.806 0.083 0.340
O 5.023 0.240 0.825
O 3.654 -0.049 -0.852
H -2.787 -0.241 0.673
H -0.607 0.060 3.325
H 1.575 0.475 4.482
H 3.649 0.503 3.171
H 5.051 0.311 1.787
O -3.880 -0.270 -0.715
C -3.311 -0.014 -1.750
C -3.441 -0.924 -2.960
O -4.502 -1.188 -3.545
C -2.227 -1.534 -3.304
C -1.789 1.355 -3.121
O -1.148 1.521 -4.046
C -2.408 1.157 -1.865
O -2.087 1.929 -0.943
O -1.230 -2.051 -3.529
```

* gap between HOMO and LUMO (alpha / beta): 0.263 / 0.297 Eh
* ΔE to the lowest compared entry with this formula, charge and spin: 13.0 kJ/mol
* LUMO level (alpha / beta): -4.75 / -5.16 eV
* highest occupied orbital energy (alpha / beta): -11.9 / -13.2 eV
* multiplicity: 3
* total charge: +1